1.
Formula: C13H10N2O4RuS
Source: the OMol25 dataset
Level of theory: wB97M-V/def2-TZVPD

As for the HOMO-LUMO gap (alpha / beta): 4.282 / 3.968 eV. Its HOMO energy (alpha / beta) is -15.41 / -18.92 eV. Its spin multiplicity is 6. Its net charge is +3. Its expectation value of S² is 8.791.

The geometry in XYZ format:
```
31
Properties=species:S:1:pos:R:3:forces:R:3
Ru 0.0000 0.0000 0.0000 -2.4 -2.1 -0.3
C 0.5482 1.4535 1.0401 2.6 5.7 3.5
O 0.8865 2.3515 1.6828 -1.3 -2.4 -1.4
C -1.5310 -0.0908 1.1256 -5.5 -0.1 4.1
O -2.4469 -0.1191 1.8252 2.8 -0.1 -2.3
C 0.9216 -1.2029 1.1543 3.5 -4.3 2.0
O 1.4863 -1.9132 1.8657 -1.7 2.0 -1.3
C -0.9344 1.1679 -1.1795 -1.9 2.5 -4.6
O -1.4932 1.8929 -1.8807 1.0 -1.5 2.1
C -1.1390 -3.8977 -3.1470 0.9 -0.8 -1.4
H -1.1805 -3.3986 -4.1089 0.1 0.4 0.1
H -0.2842 -4.5441 -2.9816 0.2 0.2 0.3
C -2.2760 -4.0238 -2.3711 -1.5 -1.0 0.2
H -2.3281 -4.7708 -1.5869 0.2 0.2 0.4
H -3.2244 -3.6252 -2.7141 0.0 0.4 0.2
N 0.7967 -0.1510 -3.2960 2.6 0.7 1.5
C 1.8771 0.2582 -2.4834 -2.8 -0.9 -0.7
N 1.8294 0.3238 -1.1252 2.4 0.3 -1.2
C 3.0554 0.7159 -0.6213 -1.8 -0.6 0.9
C 3.4182 0.8542 0.7341 1.7 0.6 1.2
C 4.6978 1.3220 1.0703 -2.4 -0.8 0.2
C 5.6247 1.6423 0.0683 0.3 0.1 -1.1
C 5.2862 1.4771 -1.2803 -0.4 -0.2 -0.3
C 4.0097 1.0080 -1.5939 2.3 0.9 0.0
S 3.3717 0.7283 -3.1151 0.6 0.1 -2.9
H 0.8992 -0.1527 -4.3212 0.0 0.1 0.8
H -0.0717 -0.5150 -2.8844 0.8 0.5 -0.2
H 2.7647 0.6135 1.5507 -0.1 -0.1 0.0
H 4.9701 1.4384 2.1123 -0.1 0.0 0.0
H 6.6052 2.0106 0.3425 0.0 0.0 -0.1
H 5.9999 1.7159 -2.0573 0.0 0.0 0.0
```
Positions in Å, forces in eV/Å.


2.
Formula: C13H11BIrN3O6
Source: the OMol25 dataset
Level of theory: wB97M-V/def2-TZVPD

As for the HOMO-LUMO gap: 7.367 eV. Its HOMO energy is -9.27 eV. Its energy above the lowest of the compared OMol25 structures with the same formula, charge and spin is 1.1909 eV.

The geometry in XYZ format:
```
35
Properties=species:S:1:pos:R:3:forces:R:3
Ir 0.2802 0.1802 0.1074 -1.4 -2.5 -0.7
O -0.6903 -4.8869 -3.2293 0.0 0.0 0.0
C -0.5150 -3.8147 -2.4461 0.1 0.1 0.1
C 0.1003 -3.8922 -1.1926 -0.1 -0.1 -0.1
C 0.2759 -2.7304 -0.4862 0.0 -0.1 0.2
N -0.1169 -1.5611 -0.9720 0.6 0.7 0.0
C -0.7545 -1.4754 -2.1390 -0.1 0.1 -0.1
C -0.9790 -2.5792 -2.9152 0.0 -0.2 0.0
C -1.2215 -0.0700 -2.4492 0.3 -0.4 -0.1
O -1.9007 0.1348 -3.4217 0.0 0.3 0.0
O -0.8191 0.7965 -1.5642 0.0 1.0 0.9
C 0.8575 -2.6390 0.9040 0.1 -0.1 -0.4
O 1.2522 -3.6463 1.4415 0.0 0.1 0.3
O 0.8417 -1.4358 1.3801 0.1 1.2 0.4
H -0.3104 -5.6715 -2.8143 0.0 0.0 0.0
H 0.4395 -4.8238 -0.7572 0.0 0.0 0.0
H -1.5081 -2.4956 -3.8534 0.0 0.1 0.0
O -0.6996 1.5293 1.3888 0.5 -0.1 -0.6
N -0.1161 2.5110 2.0812 0.2 0.3 0.1
C -0.4569 2.6407 3.3717 -0.1 -0.1 0.1
C 0.0622 3.6579 4.1360 0.0 0.1 0.1
C 0.9662 4.5449 3.5755 0.0 -0.1 -0.1
C 1.3054 4.3865 2.2418 0.0 0.1 0.1
C 0.7420 3.3681 1.5083 0.0 0.0 -0.2
H -1.1612 1.9094 3.7363 0.0 -0.1 0.0
H -0.2419 3.7334 5.1693 0.0 0.0 0.0
H 1.3945 5.3482 4.1575 0.0 0.0 0.0
H 1.9988 5.0575 1.7572 0.0 0.0 0.0
H 0.9578 3.1963 0.4666 -0.1 0.0 0.0
B 3.1441 1.2123 3.1775 0.2 -0.3 0.4
C 2.5262 1.0234 1.7770 0.2 0.1 -0.4
N 2.0097 0.9217 0.7358 -0.5 -0.3 0.5
H 2.1936 1.3735 3.9187 -0.1 0.2 -0.1
H 3.9195 2.1384 3.1669 -0.1 0.1 0.0
H 3.6693 0.1667 3.4739 0.1 0.0 -0.1
```
Positions in Å, forces in eV/Å.


3.
Formula: C13H11BIrN3O6
Source: the OMol25 dataset
Level of theory: wB97M-V/def2-TZVPD

As for the HOMO-LUMO gap: 7.843 eV. Its HOMO energy is -9.38 eV. Its energy above the lowest of the compared OMol25 structures with the same formula, charge and spin is 0.0000 eV.

The geometry in XYZ format:
```
35
Properties=species:S:1:pos:R:3:forces:R:3
Ir 0.2044 -0.8341 -0.3078 0.4 -0.5 1.1
O 0.9131 -1.2252 -6.2070 0.0 0.0 0.0
C 0.8062 -1.1134 -4.8745 0.0 0.0 0.0
C 1.7437 -0.4113 -4.1080 0.0 0.0 0.0
C 1.5344 -0.3378 -2.7521 0.0 -0.1 0.1
N 0.4569 -0.9202 -2.2335 -0.3 0.5 0.0
C -0.4245 -1.6545 -2.9184 0.0 0.1 0.0
C -0.2815 -1.7686 -4.2771 0.0 -0.1 0.1
C -1.4653 -2.3432 -2.0196 -0.1 0.2 -0.1
O -2.2717 -3.0842 -2.5145 -0.1 0.0 0.0
O -1.3576 -2.0761 -0.7304 0.3 0.0 -0.2
C 2.4541 0.2747 -1.6827 -0.2 0.1 0.0
O 3.4753 0.8134 -2.0307 0.1 0.0 0.0
O 2.0327 0.1195 -0.4538 0.0 -0.3 -0.2
H 1.6867 -0.7476 -6.5301 0.0 0.0 0.0
H 2.6196 0.0566 -4.5393 0.0 0.0 0.0
H -0.9710 -2.3616 -4.8600 0.0 0.0 0.0
O 0.1766 -1.4002 1.7109 0.1 0.0 -0.2
N -0.2894 -0.6345 2.6968 -0.1 0.0 -0.1
C 0.5539 -0.2910 3.6788 0.0 0.1 0.0
C 0.0985 0.4620 4.7387 0.0 0.0 -0.1
C -1.2237 0.8719 4.7610 0.0 0.0 0.0
C -2.0698 0.5019 3.7278 0.0 0.0 0.0
C -1.5805 -0.2671 2.6966 0.0 0.0 0.1
H 1.5657 -0.6389 3.5417 0.0 0.0 0.0
H 0.7903 0.7418 5.5185 0.0 0.0 0.0
H -1.5897 1.4842 5.5727 0.0 0.0 0.0
H -3.1053 0.8062 3.7057 0.0 0.0 0.0
H -2.1515 -0.6148 1.8488 0.0 0.0 0.0
B -0.4059 3.2412 1.7477 -0.1 -0.2 0.0
C -0.3548 1.9199 0.8922 0.0 0.2 0.0
N -0.3188 0.9053 0.3448 0.1 -0.1 -0.5
H 0.1613 2.9350 2.7764 0.0 0.0 0.0
H -1.5759 3.4848 1.9456 0.0 0.0 0.0
H 0.1636 4.1054 1.1349 0.0 0.0 0.0
```
Positions in Å, forces in eV/Å.


4.
Formula: C13H11BrI2N2O4OsS
Source: the OMol25 dataset
Level of theory: wB97M-V/def2-TZVPD

As for the HOMO-LUMO gap: 7.259 eV. Its HOMO energy is -14.68 eV. Its energy above the lowest of the compared OMol25 structures with the same formula, charge and spin is 0.0000 eV. Its net charge is +2.

The geometry in XYZ format:
```
35
Properties=species:S:1:pos:R:3:forces:R:3
Os 1.1606 0.6383 0.1736 0.7 -0.2 1.6
O 0.1543 2.5129 0.7781 0.0 0.2 -0.2
S 0.3319 3.2205 -0.4822 0.1 0.0 -0.1
O -0.1845 4.5137 -0.6569 0.1 -0.1 0.0
O 1.4469 2.7017 -1.2402 -0.5 -0.1 -0.1
O -1.0175 2.1474 -1.5123 -0.1 0.1 0.1
Br -6.0614 2.4841 -0.1811 -0.1 0.0 0.0
C -4.4129 1.6163 -0.2114 0.1 0.0 0.0
C -4.2622 0.3697 0.3805 0.1 0.0 0.0
C -3.0256 -0.2571 0.3717 -0.1 0.0 0.2
C -1.9257 0.3344 -0.2304 0.4 -0.3 0.0
C -2.1173 1.5740 -0.8229 0.1 0.1 -0.2
C -3.3254 2.2300 -0.8240 0.0 0.0 0.0
N -0.6306 -0.2996 -0.2476 -0.3 0.4 0.2
C -0.5356 -1.5747 -0.3454 0.3 -0.3 -0.5
C 0.8138 -2.1468 -0.4311 -0.4 0.2 0.1
C 1.0445 -3.4956 -0.5829 0.1 -0.2 -0.1
C 2.3548 -3.9402 -0.7411 -0.1 0.0 0.0
C 3.3700 -3.0059 -0.7610 0.0 0.1 0.0
C 3.0676 -1.6592 -0.5846 0.0 -0.1 0.0
N 1.8198 -1.2319 -0.3997 -0.1 0.1 -0.2
H -5.1071 -0.1057 0.8582 0.0 0.0 0.0
H -2.9140 -1.2068 0.8800 0.0 0.0 0.0
H -1.3221 2.6799 -2.2689 0.0 0.0 0.0
H -3.4338 3.1969 -1.3008 0.0 0.0 0.0
H -1.4115 -2.2051 -0.4647 0.1 0.0 0.0
H 0.2110 -4.1856 -0.5812 0.0 0.0 0.0
H 2.5701 -4.9936 -0.8566 0.0 0.0 0.0
H 4.3994 -3.3013 -0.9085 0.0 0.0 0.0
H 3.8403 -0.9044 -0.5913 0.0 0.0 0.0
I 1.4733 -0.3560 2.7833 -0.5 0.2 -0.8
C 3.1638 0.9016 2.9739 0.1 0.0 0.3
I 3.5021 1.7460 1.0762 0.1 0.1 -0.4
H 4.0232 0.3117 3.2696 0.0 0.0 0.1
H 2.9398 1.6907 3.6816 0.0 0.0 0.0
```
Positions in Å, forces in eV/Å.


5.
Formula: C13H11Cl2F4N3O
Source: the OMol25 dataset
Level of theory: wB97M-V/def2-TZVPD

As for the HOMO-LUMO gap: 10.128 eV. Its HOMO energy is -9.58 eV. Its energy above the lowest of the compared OMol25 structures with the same formula, charge and spin is 0.1900 eV. Its structure (SMILES) is FC(F)C(F)(F)OC[C@H](Cn1cncn1)c1ccc(Cl)cc1Cl.

The geometry in XYZ format:
```
34
Properties=species:S:1:pos:R:3:forces:R:3
F -3.4347 1.6179 3.3707 0.9 -0.8 0.3
C -2.8008 0.7009 4.1739 -0.7 0.2 -0.2
F -3.6736 -0.3306 4.3693 0.8 0.2 -0.5
C -1.3883 0.2603 3.6440 -1.2 -1.0 -2.9
F -0.5657 1.3332 3.7747 -0.2 -0.8 0.0
F -0.9730 -0.7497 4.4317 0.3 0.5 0.0
O -1.4345 -0.2120 2.2545 -0.5 1.3 3.1
C -0.1688 -0.5163 1.6897 1.1 -0.9 0.0
C -0.2083 -0.1449 0.2175 -0.1 0.8 -0.1
C -1.1412 -1.0141 -0.6438 -1.0 1.1 0.2
N -1.1649 -0.5059 -2.0177 0.6 -1.7 -1.5
C -0.5868 -1.1385 -3.1204 -1.5 2.5 0.6
N -0.7938 -0.4037 -4.2038 -0.6 0.5 1.0
C -1.5378 0.6722 -3.7229 0.6 -1.3 0.5
N -1.7974 0.6279 -2.4188 0.8 -0.4 -0.4
C 1.1904 0.0800 -0.3945 -0.6 -0.1 -0.1
C 1.4748 1.3052 -1.0394 0.9 -0.9 -0.1
C 2.7050 1.5343 -1.6818 -0.5 -1.3 0.7
C 3.7059 0.5335 -1.6509 -0.7 0.4 -0.1
Cl 5.2892 0.7671 -2.3983 -0.9 0.0 0.3
C 3.4101 -0.6872 -1.0616 0.4 -1.5 0.3
C 2.1651 -0.9205 -0.4481 0.3 0.6 -0.3
Cl 1.8762 -2.5296 0.2159 0.2 0.5 -0.3
H -2.6465 1.1541 5.1441 0.2 0.2 0.2
H 0.0989 -1.5863 1.8079 -0.5 0.6 0.3
H 0.6311 0.0702 2.1628 -0.2 -0.1 0.0
H -0.7283 0.8163 0.2652 0.3 0.2 -0.4
H -2.1811 -0.9956 -0.2531 0.6 0.3 -0.1
H -0.8929 -2.0526 -0.6242 0.6 -0.7 -0.4
H -0.1281 -2.0986 -3.0930 0.4 -0.4 0.2
H -1.8993 1.4657 -4.3624 0.1 -0.1 0.1
H 0.7086 2.0703 -1.0786 0.0 -0.1 0.0
H 2.7758 2.4409 -2.2296 0.6 0.6 -0.3
H 4.1146 -1.5641 -1.0791 -0.6 1.3 0.0
```
Positions in Å, forces in eV/Å.


6.
Formula: C13H11ClF3N3O5PtS4
Source: the OMol25 dataset
Level of theory: wB97M-V/def2-TZVPD

As for the HOMO-LUMO gap (alpha / beta): 3.981 / 6.289 eV. Its HOMO energy (alpha / beta) is 0.35 / -2.07 eV. Its energy above the lowest of the compared OMol25 structures with the same formula, charge and spin is 1.3891 eV. Its spin multiplicity is 3. Its net charge is -2. Its expectation value of S² is 2.013.

The geometry in XYZ format:
```
41
Properties=species:S:1:pos:R:3:forces:R:3
Pt -15.1959 -0.5625 -0.6817 0.9 -1.5 0.4
N -22.2680 -0.8611 -5.9452 -2.2 -1.5 -1.1
C -21.1337 -0.2024 -5.6614 2.5 0.9 1.0
C -21.2174 0.9210 -4.7752 0.7 -0.9 -0.7
C -20.0663 1.5400 -4.3138 0.6 -0.5 -1.5
C -18.8147 1.0875 -4.7982 -0.2 -0.9 -0.8
C -18.7072 -0.0128 -5.7230 -1.6 0.7 1.1
C -19.8706 -0.6954 -6.1340 -0.5 2.1 1.2
S -17.3435 2.0073 -4.4136 0.0 -0.5 2.1
O -16.3898 1.7146 -5.4257 0.4 0.3 -1.5
O -17.8385 3.3640 -4.2094 0.4 -0.2 -0.1
N -16.6631 1.3466 -3.0970 -0.5 0.4 -0.4
C -17.0606 1.5963 -1.8668 0.0 -0.7 1.0
S -18.3333 2.6900 -1.4120 -0.5 1.0 -0.4
C -18.1271 2.3561 0.2481 -0.1 -0.5 0.7
C -17.2046 1.3875 0.4238 0.5 0.1 -0.9
N -16.5650 0.9803 -0.7568 -1.7 1.7 -0.5
H -23.1206 -0.3136 -5.8951 0.2 -0.5 -0.1
H -22.2547 -1.6506 -6.6065 0.0 1.0 0.6
H -22.1792 1.3086 -4.4534 -0.1 -0.2 -0.1
H -20.1648 2.4553 -3.7508 0.3 -0.1 0.3
H -17.7523 -0.3442 -6.0890 0.2 0.2 0.1
H -19.8504 -1.5125 -6.8410 0.1 -0.1 0.1
H -18.7120 2.8629 1.0035 0.0 -0.2 -0.1
H -16.9041 0.9248 1.3604 0.1 0.2 -0.3
C -11.0315 0.5000 -0.9839 0.4 -0.8 -0.6
O -12.1922 -0.3031 -1.2304 0.7 1.5 -0.2
C -12.2818 -1.4640 -0.6664 0.5 -2.6 -0.1
S -11.0850 -2.3322 0.1351 0.2 0.6 0.3
S -13.6964 -2.2977 -1.1207 -0.1 0.2 0.2
H -11.2817 1.1636 -0.1796 0.2 0.1 0.9
H -10.9351 1.1357 -1.8625 0.2 -0.2 -0.2
H -10.1504 -0.1917 -0.8194 -0.9 1.1 0.0
Cl -14.3326 0.1417 1.3121 0.6 0.6 1.7
F -16.3551 -1.8139 -5.2159 -0.3 -1.1 1.5
C -16.7623 -2.6586 -4.1585 0.5 0.6 -1.3
F -18.0077 -3.0136 -4.4424 -0.8 0.2 -0.2
F -16.0685 -3.8128 -4.3244 0.6 0.4 0.4
C -16.6595 -1.9857 -2.7270 -1.2 -0.4 -0.4
O -17.6163 -2.2875 -1.9931 1.4 0.4 -0.4
O -15.6574 -1.2421 -2.6072 -1.4 -0.9 -1.5
```
Positions in Å, forces in eV/Å.


Number 1: maximum force 7.2 eV/A. Number 2: maximum force 3.0 eV/A. Number 3: maximum force 1.2 eV/A. Number 4: maximum force 1.8 eV/A. Number 5: maximum force 3.4 eV/A. Number 6: maximum force 2.9 eV/A.